[1]
{
  "formula": "C5H11NO3",
  "method": "ωB97M-V/def2-TZVPD",
  "smiles": "C=CC[C@@H](N)C(=O)O.O",
  "max_force_ev_per_a": 3.94,
  "de_lowest_ev": 2.427,
  "e_tot_ev": -12994.425,
  "homo_ev": -8.70,
  "multiplicity": 1,
  "homo_lumo_gap_ha": 0.3376,
  "species": ["C", "C", "C", "C", "N", "C", "O", "O", "H", "H", "H", "H", "H", "H", "H", "H", "H", "O", "H", "H"],
  "positions_angstrom": [[0.290, -1.150, 2.547], [0.833, -0.010, 2.135], [0.583, 0.702, 0.838], [1.045, -0.167, -0.444], [0.007, -1.177, -0.586], [0.956, 0.844, -1.611], [1.685, 0.822, -2.562], [-0.184, 1.607, -1.617], [0.051, -1.794, 1.696], [0.225, -1.504, 3.563], [1.558, 0.580, 2.718], [-0.415, 0.925, 0.537], [1.247, 1.546, 0.866], [2.067, -0.483, -0.498], [0.346, -2.092, -0.852], [-0.726, -0.922, -1.242], [-0.054, 2.446, -2.070], [-3.262, -0.209, -1.454], [-3.420, -0.609, -0.600], [-2.834, 0.644, -1.367]],
  "mulliken_charge": [-0.64, -0.24, -0.66, 0.23, -0.55, 0.30, -0.56, -0.43, 0.26, 0.29, 0.25, 0.30, 0.35, 0.34, 0.23, 0.24, 0.32, -0.65, 0.32, 0.31]
}

=====

[2]
{
  "formula": "C5H11NO4",
  "method": "ωB97M-V/def2-TZVPD",
  "smiles": "N[C@H]1[C@@H](O)[C@H](O)[C@@H](O)[C@H]1O",
  "max_force_ev_per_a": 3.88,
  "de_lowest_ev": 2.585,
  "e_tot_ev": -15042.016,
  "homo_ev": -9.52,
  "multiplicity": 1,
  "homo_lumo_gap_ha": 0.3737,
  "species": ["N", "C", "C", "O", "C", "O", "C", "O", "C", "O", "H", "H", "H", "H", "H", "H", "H", "H", "H", "H", "H"],
  "positions_angstrom": [[-0.853, 2.023, -0.671], [-0.330, 1.260, 0.548], [-1.236, 0.037, 0.503], [-2.429, 0.147, -0.232], [-0.319, -1.053, -0.024], [-0.745, -2.356, 0.302], [1.101, -0.767, 0.538], [2.193, -1.227, -0.218], [1.136, 0.846, 0.430], [1.520, 1.119, -0.841], [-0.186, 1.791, -1.360], [-0.688, 2.957, -0.431], [-0.660, 1.786, 1.504], [-1.525, -0.278, 1.532], [-2.348, 1.160, -0.492], [-0.272, -0.876, -1.056], [-1.543, -2.479, -0.182], [1.069, -1.053, 1.566], [2.021, -2.119, -0.447], [1.812, 1.334, 1.211], [1.868, 0.210, -1.204]],
  "mulliken_charge": [-0.73, 0.09, -0.26, -0.63, -0.14, -0.56, -0.37, -0.58, -0.03, -0.66, 0.21, 0.24, 0.44, 0.28, 0.49, 0.32, 0.36, 0.47, 0.36, 0.30, 0.41]
}